## 1
Computed, not measured: 2 unconnected molecules or ions with the total composition C4H12NOS, with ωB97M-V with the def2-TZVPD basis set.

```
19
Properties=species:S:1:pos:R:3:nbo_charge:R:1
N 1.833 0.931 0.057 -0.649
H 3.348 0.244 1.616 0.183
O -4.101 -3.567 -0.068 -0.945
C 0.594 0.475 -0.492 -0.034
C 2.249 0.435 1.408 -0.431
H -3.252 -3.401 0.341 0.476
H 0.660 -0.520 -0.810 0.160
H -0.088 2.448 -1.528 0.185
H 1.950 0.999 2.340 0.189
H 1.878 -0.619 1.661 0.173
H -1.062 1.032 -1.894 0.256
H 0.635 1.340 -2.630 0.176
H -0.248 -0.436 1.307 0.231
C -0.426 0.454 0.667 -0.558
S -1.959 -0.389 0.068 -0.774
H 2.545 0.730 -0.572 0.342
C -0.052 1.396 -1.783 -0.636
H -3.919 -2.984 -0.736 0.465
H -0.583 1.432 1.045 0.189
```

Summary:
E_LUMO	3.64	eV
charge	-1
Kohn-Sham gap	6.08	eV

## 2
Computed, not measured: 2 unconnected molecules or ions with the total composition C4H12NOS, with ωB97M-V with the def2-TZVPD basis set.

```
19
Properties=species:S:1:pos:R:3:nbo_charge:R:1
N 0.155 -0.218 -2.741 -0.909
C -0.932 -0.849 1.799 -0.650
O -1.226 0.247 -0.871 -0.973
C 0.923 0.760 1.356 -0.531
H 0.766 1.275 2.312 0.180
H -1.235 -0.237 2.662 0.170
H -0.031 -0.594 -3.667 0.315
H -1.968 0.084 -2.806 0.047
H 0.252 1.156 0.588 0.291
H -1.267 -1.874 1.999 0.184
H 0.341 -1.004 -2.127 0.345
H -1.479 -0.459 0.895 0.310
S 2.656 0.886 0.858 -0.100
H 1.180 -1.173 2.286 0.165
H 2.568 1.909 -0.015 0.126
H 0.830 -1.152 0.558 0.217
C 0.548 -0.707 1.516 -0.400
H -0.979 1.519 -2.406 0.063
C -1.102 0.428 -2.195 0.150
```

Summary:
E_LUMO	3.37	eV
charge	-1
Kohn-Sham gap	6.23	eV

Stability comparison, relative energies in hartree: 1 0.0259; 2 0.0000

## 1
Computed, not measured: 2 unconnected molecules or ions with the total composition C6H13P, with ωB97M-V with the def2-TZVPD basis set.

```
20
Properties=species:S:1:pos:R:3:nbo_charge:R:1
H -4.286 1.340 0.369 0.162
H 1.029 2.248 -1.219 0.224
C -3.298 0.743 -0.008 -0.352
H 1.100 3.298 0.131 0.216
C 0.995 -0.450 0.172 -0.341
C 0.454 -1.805 0.776 -0.663
H -4.446 -0.980 -0.555 0.198
C 1.989 -0.749 -0.932 -0.666
H 2.547 2.201 0.001 0.229
C -3.553 -0.479 -0.475 -0.390
C 1.438 2.351 -0.222 -0.892
H 2.777 0.026 -1.074 0.220
H -2.716 -0.930 -0.915 0.180
H -2.505 1.362 0.140 0.200
H 2.543 -1.695 -0.637 0.212
H 0.886 -2.630 0.015 0.205
H 1.661 -0.857 -1.878 0.226
H 0.796 -2.077 1.789 0.230
P 0.487 0.997 0.937 0.569
H -0.651 -1.715 0.800 0.232
```

Summary:
E_LUMO	0.52	eV
SMILES string	CP=C(C)C.C=C
Kohn-Sham gap	9.18	eV

## 2
Computed, not measured: 2 unconnected molecules or ions with the total composition C6H13P, with ωB97M-V with the def2-TZVPD basis set.

```
20
Properties=species:S:1:pos:R:3:nbo_charge:R:1
H 0.368 1.811 1.885 0.207
H 1.551 -2.857 0.628 0.199
H -0.530 -1.621 -1.107 0.196
H 1.575 -0.559 0.821 0.193
C 0.440 -1.657 -0.656 -0.401
C 0.276 0.869 -0.169 -0.382
H 3.737 -0.296 -1.610 0.213
H 0.585 -3.817 -0.477 0.202
C 0.518 -0.615 0.351 -0.395
H 1.137 -1.578 -1.520 0.198
H 1.164 1.043 -0.858 0.193
H -0.248 -0.723 1.120 0.197
H -0.673 0.774 -0.888 0.182
H -0.963 2.182 0.902 0.209
C 4.130 0.418 -0.936 -0.747
C 0.086 2.040 0.837 -0.628
C 0.597 -3.002 0.176 -0.592
P 4.184 1.496 0.187 0.537
H 0.562 2.886 0.402 0.215
H -0.072 -3.165 0.968 0.204
```

Summary:
E_LUMO	0.26	eV
SMILES string	CCCCC.C#P
Kohn-Sham gap	10.40	eV

Stability comparison, relative energies in hartree: 1 0.0237; 2 0.0000

## 1
Computed, not measured: a single C4H6ClN2P molecule, with ωB97M-V with the def2-TZVPD basis set.

```
14
Properties=species:S:1:pos:R:3:nbo_charge:R:1
H 1.326 -2.347 0.336 0.229
H -3.020 0.875 0.969 0.213
H 2.702 -1.235 -0.032 0.219
H -3.024 1.133 -0.815 0.209
P -0.245 1.990 -0.945 0.716
C -2.521 0.638 -0.034 -0.405
N -0.400 -0.180 0.520 -0.266
H -2.556 -0.455 -0.151 0.230
C 1.754 -1.331 0.643 -0.633
C 0.865 -0.222 0.198 0.072
H 2.089 -1.351 1.625 0.229
C 1.308 0.748 -0.714 -0.410
N -1.039 0.836 -0.105 -0.472
Cl 2.762 0.900 -1.497 0.069
```

Summary:
E_LUMO	0.05	eV
SMILES string	Cc1nn(C)pc1Cl
Kohn-Sham gap	8.22	eV

## 2
Computed, not measured: a single C4H6ClN2P molecule, with ωB97M-V with the def2-TZVPD basis set.

```
14
Properties=species:S:1:pos:R:3:nbo_charge:R:1
H 1.635 -0.816 -0.533 0.195
C 0.620 -0.502 -0.596 0.107
H 0.254 -1.186 -2.655 0.235
C 1.178 0.119 1.696 -0.433
P -1.275 0.500 1.063 1.119
N -2.153 0.129 -0.654 -0.681
H -1.979 -0.541 -2.535 0.182
Cl -1.169 2.581 1.026 -0.351
H 1.195 -0.917 2.128 0.208
H 0.711 0.915 2.356 0.227
N 0.268 0.066 0.549 -0.720
C -0.092 -0.616 -1.738 -0.395
H 2.230 0.460 1.598 0.226
C -1.422 -0.192 -1.705 0.081
```

Summary:
E_LUMO	0.41	eV
SMILES string	CN1C=CC=NP1Cl
Kohn-Sham gap	8.77	eV

Stability comparison, relative energies in hartree: 1 0.0382; 2 0.0000

## 1
Computed, not measured: a single C2H3BrO2 molecule, with ωB97M-V with the def2-TZVPD basis set.

```
8
Properties=species:S:1:pos:R:3:nbo_charge:R:1
C -1.345 -0.603 -1.236 0.418
H -0.334 -0.715 0.694 0.236
O -2.469 0.163 -1.446 -0.243
H -0.100 0.958 0.411 0.260
H 0.844 -0.024 -0.590 0.248
Br -1.601 -2.504 -1.026 0.034
O -1.562 -0.137 -2.533 -0.240
C -0.239 -0.062 -0.192 -0.714
```

Summary:
E_LUMO	0.66	eV
SMILES string	CC1(Br)OO1
Kohn-Sham gap	11.32	eV

## 2
Computed, not measured: 2 unconnected molecules or ions with the total composition C2H3BrO2, with ωB97M-V with the def2-TZVPD basis set.

```
8
Properties=species:S:1:pos:R:3:nbo_charge:R:1
O -0.519 -1.369 -0.191 -0.205
H -2.679 -1.163 -0.595 0.422
C 0.319 -0.585 0.007 0.637
C 1.410 0.183 0.034 -0.501
O -2.251 -0.680 0.020 -0.710
Br 3.680 -0.531 0.066 -0.226
H 1.397 1.014 0.735 0.280
H 1.610 0.418 -0.983 0.304
```

Summary:
E_LUMO (spin up / spin down)	-3.01 / -3.01	eV
Kohn-Sham gap (spin up / spin down)	5.68 / 5.68	eV

## 3
Computed, not measured: a molecular structure, C2H3BrO2, with ωB97M-V with the def2-TZVPD basis set.

```
8
Properties=species:S:1:pos:R:3:nbo_charge:R:1
Br 2.166 -0.676 -0.771 0.116
O 0.875 1.045 0.808 -0.237
H -1.132 -0.795 -0.749 0.209
C -0.674 -0.307 0.142 -0.621
C 0.658 0.190 -0.242 0.304
H -0.491 -1.168 0.761 0.211
H -1.829 0.315 0.734 0.256
O 0.426 1.395 -0.682 -0.237
```

Summary:
E_LUMO	-0.45	eV
Kohn-Sham gap	10.51	eV

## 4
Computed, not measured: a single C2H3BrO2 molecule, with ωB97M-V with the def2-TZVPD basis set.

```
8
Properties=species:S:1:pos:R:3:nbo_charge:R:1
H -0.860 -1.838 -0.171 0.223
H -0.304 -1.098 1.238 0.233
O 0.519 -0.193 -0.731 -0.531
C -0.715 -0.815 0.239 -0.260
Br -2.162 0.202 0.192 0.172
H 1.601 1.418 -1.191 0.133
O 0.828 1.421 0.745 -0.605
C 1.092 0.903 -0.322 0.635
```

Summary:
E_LUMO	0.78	eV
SMILES string	O=COCBr
Kohn-Sham gap	11.22	eV

Stability comparison, relative energies in hartree: 1 0.1128; 2 0.1837; 3 0.1775; 4 0.0000

## 1
Computed, not measured: a single C2H3BrO2 molecule, with ωB97M-V with the def2-TZVPD basis set.

```
8
Properties=species:S:1:pos:R:3:nbo_charge:R:1
H -0.906 0.205 -0.931 0.241
H 1.670 -1.181 -0.167 0.504
Br -1.144 -2.132 0.104 -0.090
C -0.187 -0.263 -0.213 0.000
H 0.577 1.461 -0.176 0.109
O -0.938 1.437 1.422 -0.459
O 1.185 -0.475 -0.656 -0.720
C -0.257 0.948 0.616 0.416
```

Summary:
E_LUMO	-0.16	eV
SMILES string	O=C[C@@H](O)Br
Kohn-Sham gap	10.13	eV

## 2
Computed, not measured: a molecular structure, C2H3BrO2, with ωB97M-V with the def2-TZVPD basis set.

```
8
Properties=species:S:1:pos:R:3:nbo_charge:R:1
H 1.678 -1.163 0.469 0.237
C 0.613 -1.217 0.307 -0.499
Br -2.469 -0.504 -0.240 -0.305
O -0.343 2.038 -0.436 -0.375
H 0.335 2.031 -1.131 0.467
H 0.176 -2.188 0.184 0.259
C -0.093 -0.123 0.287 0.463
O 0.103 1.126 0.559 -0.247
```

Summary:
E_LUMO (spin up / spin down)	-0.74 / -0.74	eV
Kohn-Sham gap (spin up / spin down)	8.95 / 8.95	eV

Stability comparison, relative energies in hartree: 1 0.0000; 2 0.0968

## 1
Computed, not measured: 2 unconnected molecules or ions with the total composition C6H15N3, with ωB97M-V with the def2-TZVPD basis set.

```
24
Properties=species:S:1:pos:R:3:nbo_charge:R:1
H 1.579 1.076 1.919 0.224
H -1.005 2.774 0.044 0.214
H 1.025 -1.325 2.233 0.218
H 0.020 1.496 2.665 0.219
N -0.735 0.181 -2.320 -0.786
H -2.282 -0.415 0.848 0.347
N -1.503 -1.034 1.048 -0.694
H 0.534 -2.603 -1.659 0.213
C 0.112 -0.498 -1.639 -0.022
N -0.094 0.974 0.620 -0.509
C -0.360 -0.562 0.786 0.495
C 0.812 -1.705 -2.221 -0.720
H -2.010 1.746 1.091 0.201
C -1.310 1.750 0.256 -0.442
H 0.767 -2.344 0.818 0.256
H 0.457 0.836 -0.272 0.491
H -0.859 -0.174 -3.288 0.287
H 1.777 -0.909 0.666 0.223
H 1.899 -1.606 -2.131 0.209
H -1.723 1.310 -0.650 0.289
H 0.562 -1.873 -3.282 0.178
C 0.631 1.584 1.768 -0.415
H 0.816 2.635 1.552 0.218
C 0.890 -1.316 1.146 -0.694
```

Summary:
E_LUMO	0.56	eV
Kohn-Sham gap	6.89	eV

## 2
Computed, not measured: a molecular structure, C6H15N3, with ωB97M-V with the def2-TZVPD basis set.

```
24
Properties=species:S:1:pos:R:3:nbo_charge:R:1
C 0.720 -0.621 -0.019 0.091
H -1.468 -1.460 0.242 0.220
H 0.304 -1.992 1.566 0.342
H 1.773 1.608 -0.101 0.228
C -1.271 -1.450 -1.117 -0.643
H -0.978 2.456 1.214 0.225
C 1.578 0.721 0.423 -0.444
H -1.475 -2.365 -1.821 0.250
C 0.099 -0.848 -1.361 -0.113
H 0.969 -1.500 -1.914 0.181
H 0.231 -0.188 2.931 0.386
N 1.204 -1.816 0.643 -0.794
H 1.059 0.725 -2.437 0.360
H -1.800 -0.428 -1.215 0.242
H -1.966 1.167 -0.089 0.217
N -0.374 0.685 2.434 -0.931
H 2.386 -1.238 1.327 0.340
C 0.155 0.753 0.943 0.129
H -1.735 0.863 2.549 0.416
C -0.854 1.733 0.238 -0.663
H -0.301 2.303 -0.682 0.246
N 0.033 0.371 -2.185 -0.855
H 2.042 0.362 1.571 0.203
H -0.331 0.161 -3.137 0.367
```

Summary:
E_LUMO	0.38	eV
Kohn-Sham gap	8.12	eV

Stability comparison, relative energies in hartree: 1 0.0000; 2 0.2874

## 1
Computed, not measured: a single CH2N4O molecule, with ωB97M-V with the def2-TZVPD basis set.

```
8
Properties=species:S:1:pos:R:3:nbo_charge:R:1
O -1.075 -1.444 0.954 -0.189
H 1.016 1.507 0.649 0.393
N -0.682 -0.216 1.072 -0.104
N 0.527 1.421 -0.184 -0.796
N -0.096 -1.022 -0.986 -0.193
N -0.653 -1.935 -0.427 0.130
H 1.060 1.531 -1.000 0.392
C -0.097 0.158 -0.078 0.368
```

Summary:
E_LUMO	0.44	eV
SMILES string	Nc1nnon1
Kohn-Sham gap	10.20	eV

## 2
Computed, not measured: a single CH2N4O molecule, with ωB97M-V with the def2-TZVPD basis set.

```
8
Properties=species:S:1:pos:R:3:nbo_charge:R:1
N 1.222 0.282 -0.781 -0.221
H -1.236 -0.290 0.809 0.508
N -1.244 -0.328 -0.777 -0.886
N 1.028 0.280 1.486 0.226
H -1.520 -0.383 -1.743 0.390
C -0.020 -0.018 -0.428 0.438
N -0.081 -0.006 0.963 -0.340
O 1.851 0.463 0.471 -0.115
```

Summary:
E_LUMO	-0.35	eV
Kohn-Sham gap	8.75	eV

Stability comparison, relative energies in hartree: 1 0.0000; 2 0.0893

## 1
Computed, not measured: a single CH2N4O molecule, with ωB97M-V with the def2-TZVPD basis set.

```
8
Properties=species:S:1:pos:R:3:nbo_charge:R:1
N 1.291 1.544 -0.272 -0.658
N -1.100 -0.896 0.004 -0.190
O -0.486 -0.081 -0.871 -0.337
N 0.777 -0.549 1.085 -0.257
C 0.714 0.396 -0.079 0.593
H 1.197 1.813 -1.241 0.372
N -0.281 -1.333 1.087 0.064
H -2.112 -0.894 0.288 0.413
```

Summary:
E_LUMO	-0.61	eV
SMILES string	[H]/N=c1/nn[nH]o1
Kohn-Sham gap	8.81	eV

## 2
Computed, not measured: a single CH2N4O molecule, with ωB97M-V with the def2-TZVPD basis set.

```
8
Properties=species:S:1:pos:R:3:nbo_charge:R:1
N -0.382 -0.500 0.511 -0.439
N -1.535 0.536 -0.963 -0.033
O 1.771 0.263 -0.207 -0.620
H 1.947 -0.057 0.710 0.478
N -0.272 0.851 -1.195 -0.334
C 0.407 0.185 -0.291 0.591
H -0.291 -1.099 1.365 0.442
N -1.645 -0.180 0.070 -0.084
```

Summary:
E_LUMO	0.03	eV
SMILES string	Oc1nnn[nH]1
Kohn-Sham gap	10.47	eV

## 3
Computed, not measured: a single CH2N4O molecule, with ωB97M-V with the def2-TZVPD basis set.

```
8
Properties=species:S:1:pos:R:3:nbo_charge:R:1
N -0.024 -0.576 0.777 -0.342
N -0.853 1.244 0.074 -0.884
O 1.206 -1.399 -0.640 -0.112
N 0.717 -1.577 0.573 0.227
N 0.743 -0.213 -1.249 -0.222
H -0.992 2.036 -0.526 0.386
H -0.751 0.196 1.299 0.510
C -0.047 0.289 -0.309 0.437
```

Summary:
E_LUMO	-0.42	eV
Kohn-Sham gap	8.65	eV

## 4
Computed, not measured: a single CH2N4O molecule, with ωB97M-V with the def2-TZVPD basis set.

```
8
Properties=species:S:1:pos:R:3:nbo_charge:R:1
N -1.012 0.550 -1.025 0.008
N 0.237 -0.005 -1.086 -0.357
H -2.106 0.790 0.782 0.422
H 1.891 -1.180 -0.573 0.501
C 0.634 -0.166 0.242 0.558
N -1.239 0.570 0.261 -0.173
O 1.758 -0.929 0.328 -0.639
N -0.163 0.371 1.072 -0.319
```

Summary:
E_LUMO	0.70	eV
SMILES string	Oc1nn[nH]n1
Kohn-Sham gap	11.11	eV

Stability comparison, relative energies in hartree: 1 0.1055; 2 0.0000; 3 0.1375; 4 0.0120